(1)
Molecular formula: C65H142N7O6
Method: DFT, the ωB97M-V functional and the def2-TZVPD basis

Structure (XYZ):
```
220
Properties=species:S:1:pos:R:3
O -4.802 -1.690 3.146
O -1.084 -0.105 0.229
O -3.998 -0.546 4.833
O -1.042 -0.654 -1.989
O -3.485 -0.050 2.669
O -2.896 -0.708 -0.805
N 4.889 -2.304 0.720
N -0.662 -1.419 7.393
N -2.654 -4.880 0.505
N -1.138 -1.860 -5.733
N 0.138 2.752 2.732
N 3.247 3.484 -3.782
N -3.710 5.571 -1.743
C -2.280 -2.681 -5.000
C 1.408 -0.540 8.602
C -1.993 -6.342 2.624
C 1.016 1.671 2.121
C 7.389 -2.948 0.215
C -3.218 -5.122 -0.978
C -3.390 3.324 -3.010
C -1.679 -7.822 2.918
C -1.614 -3.406 -9.467
C -1.111 -0.360 -5.431
C -3.603 -1.982 -5.105
C -2.068 2.718 6.047
C 2.424 4.085 -2.598
C -0.137 -1.087 5.972
C 2.030 2.190 1.047
C -1.470 3.347 4.795
C 1.358 -2.972 8.050
C -5.198 5.660 -2.119
C -1.664 -0.509 -0.919
C 8.507 -3.988 0.563
C -0.733 2.234 3.971
C 2.391 -2.115 1.276
C 4.738 3.945 -3.518
C 3.163 1.950 -3.688
C 2.058 -1.776 -0.181
C -1.424 -1.952 -7.242
C 0.849 1.921 -2.556
C 5.181 -1.002 1.454
C -0.435 -1.766 3.504
C -0.838 -5.443 -1.965
C -1.303 -3.314 -7.912
C 2.861 3.260 1.598
C -3.659 -3.922 1.280
C -3.278 2.488 -1.743
C 5.671 3.437 -4.655
C -2.670 -6.286 1.217
C 1.030 3.949 3.186
C 2.704 4.082 -5.126
C -4.129 7.967 -0.652
C -3.665 4.758 -0.426
C 7.178 3.804 -4.598
C -2.243 -1.303 7.433
C -3.941 3.252 -0.544
C -3.511 9.297 -0.147
C -3.653 -0.426 -4.857
C 3.703 -2.906 1.473
C -2.852 4.829 -2.830
C -4.170 -0.738 3.587
C 3.228 -1.169 -0.897
C -0.884 3.029 1.623
C -2.465 0.276 -5.559
C -2.309 -5.916 -1.933
C 0.271 -2.403 -5.407
C -0.101 -0.442 8.460
C -1.242 -4.297 0.362
C 0.977 3.471 -2.529
C -3.180 7.048 -1.386
C 2.066 4.442 2.180
C -0.232 -2.835 7.904
C 6.038 -3.386 0.866
C 4.559 -2.019 -0.772
C 1.838 -1.955 8.973
C -0.540 -2.211 4.935
C 1.802 1.382 -3.565
C -0.309 -5.178 -0.495
H -4.638 -0.074 -5.163
H 7.743 -1.976 0.559
H -3.698 2.705 0.367
H -2.266 6.754 -0.869
H 1.142 1.533 -1.581
H 8.370 -4.114 1.637
H 5.359 -1.200 2.511
H -4.270 -2.418 -4.361
H 6.139 -3.609 1.928
H 6.053 -0.555 0.976
H 2.927 -1.963 9.014
H 3.241 -0.998 -1.974
H -0.810 4.174 5.057
H -4.452 3.267 -3.249
H -2.230 -7.015 0.537
H -0.606 -0.649 9.403
H 4.519 -2.928 -1.372
H 7.656 3.033 -5.202
H -1.642 -4.399 -9.915
H 2.804 3.834 -1.607
H 1.616 4.022 -5.113
H -1.051 -5.795 2.629
H 5.590 -4.220 0.326
H -1.216 -7.911 3.901
H 0.940 -0.924 6.020
H -4.918 8.361 -1.293
H -2.705 5.005 0.028
H -2.947 7.454 -2.370
H -2.618 -3.055 -9.706
H 3.907 -3.090 2.528
H 3.503 2.831 2.367
H -3.613 -3.014 0.679
H 3.603 -3.896 1.028
H 7.471 -3.102 -0.861
H 0.410 -1.099 3.337
H -1.557 -2.563 5.108
H 1.343 1.458 -4.550
H 0.288 3.896 -3.260
H 4.674 5.029 -3.418
H -4.135 -5.695 -0.841
H 7.657 3.889 -3.622
H -2.591 -1.447 8.456
H -4.266 9.912 0.341
H -3.806 1.585 -2.050
H -3.511 -0.357 -3.779
H -0.466 0.545 8.177
H -0.195 -6.186 -2.437
H 0.067 -3.077 5.200
H -1.435 3.890 2.001
H -1.511 2.137 1.624
H -1.890 -0.015 0.744
H -2.019 -4.003 -7.464
H -5.013 3.122 -0.695
H -4.626 7.524 0.211
H -0.757 -4.550 -2.584
H -5.193 6.251 -3.035
H 2.636 1.428 0.556
H -5.634 4.662 -2.158
H 4.403 -0.239 1.427
H -1.811 4.897 -2.515
H 5.378 -1.343 -1.019
H -2.873 2.886 -3.863
H 8.465 -4.924 0.007
H -0.465 -2.562 2.759
H -0.784 -1.243 -7.766
H -0.947 -8.290 2.260
H 2.793 5.084 2.678
H -2.263 3.729 4.153
H -2.840 1.980 5.829
H 1.572 1.363 3.006
H -5.680 6.104 -1.249
H -0.885 -0.338 -4.365
H 9.490 -3.560 0.364
H -0.071 -6.070 0.085
H 3.442 3.724 0.800
H 0.554 3.866 -1.605
H -4.668 -4.317 1.400
H 5.035 3.528 -2.556
H -2.464 -0.278 7.138
H 0.668 -4.696 -0.512
H -0.900 -4.067 1.372
H -3.126 9.817 -1.024
H -2.445 -1.638 -7.455
H -2.798 -5.873 -2.906
H -4.490 5.186 0.143
H -0.337 -3.801 -7.778
H 3.052 5.115 -5.128
H 5.753 2.353 -4.583
H 1.557 -3.951 8.485
H -2.099 -2.730 -3.926
H -3.720 -6.569 1.304
H 3.348 -0.157 -0.510
H -0.970 -2.687 -9.974
H -0.197 1.620 -2.492
H -3.482 -4.149 -1.394
H 2.365 -1.255 1.945
H -0.693 -0.194 5.685
H -2.696 9.050 0.534
H -0.684 -3.580 7.249
H 7.439 4.760 -5.051
H -0.497 3.241 0.626
H 1.542 3.693 4.114
H -1.367 1.401 3.669
H 1.025 -1.790 -5.901
H 3.721 1.624 -2.810
H -3.826 -0.656 2.008
H -0.676 -2.900 8.897
H -1.206 2.307 6.573
H 1.631 0.191 9.379
H -2.360 -6.945 -1.578
H -2.706 -5.922 3.334
H -4.131 -2.129 -6.048
H -2.291 1.293 -5.210
H 0.487 0.786 1.766
H 1.675 5.072 1.381
H 0.380 4.806 3.358
H 1.817 -0.300 7.620
H -0.265 0.092 -5.949
H -3.212 -3.803 2.267
H 1.184 -1.126 -0.163
H 1.508 2.730 0.256
H 0.264 -3.459 -5.674
H -1.303 -1.145 3.282
H 1.613 -2.161 10.019
H -2.212 -3.715 -5.339
H 0.392 -2.245 -4.335
H -2.220 2.233 -1.689
H -2.771 -1.872 6.668
H -2.560 0.486 -6.625
H -2.455 -8.577 2.795
H 2.319 5.153 -2.789
H 1.762 -2.674 -0.724
H 3.112 3.452 -5.917
H 3.628 1.588 -4.605
H 1.584 -2.728 1.676
H 1.957 -2.980 7.140
H -1.389 -3.362 -0.178
H 1.742 0.302 -3.425
H 0.048 1.705 4.518
H -2.589 3.429 6.688
H 5.300 3.566 -5.671
H -3.008 5.496 -3.678
```

Its spin multiplicity is 1. As for the net charge: +5. The energy relative to the best compared isomer or geometry (same formula, charge and spin) is 457.1 kJ/mol.

---

(2)
Molecular formula: C21H29F2N4O4
Method: DFT, the ωB97M-V functional and the def2-TZVPD basis

Structure (XYZ):
```
60
Properties=species:S:1:pos:R:3
F 3.151 3.379 -4.373
F 2.747 3.965 -1.528
O 0.031 0.029 -1.655
O 0.989 3.157 -4.465
O 1.339 2.558 -0.538
O 2.810 -3.589 -1.105
N -3.680 0.422 2.167
N 1.166 -1.924 -1.230
N 1.945 2.095 -2.692
N 7.706 -2.665 -1.102
C 1.965 2.884 -1.492
C 1.059 -0.588 -1.671
C 2.443 -2.491 -1.402
C -3.062 1.812 2.171
C 5.042 -0.064 -2.940
C 2.899 1.002 -2.660
C 5.497 -2.455 -2.309
C -3.490 0.393 -0.343
C 4.551 -1.266 -2.434
C 3.229 -1.342 -2.024
C -3.192 -0.343 0.951
C -5.168 0.537 2.160
C -2.894 1.793 -0.332
C 6.275 -2.329 -0.956
C -3.350 2.577 0.891
C 2.444 -0.199 -2.166
C -3.188 -0.281 3.428
C -3.948 -1.533 3.865
C -5.240 -1.309 4.659
C 1.995 2.888 -3.893
C 4.236 1.063 -3.043
H -3.462 2.338 3.038
H 8.224 -2.114 -0.426
H -5.589 -0.454 2.018
H -3.079 -0.173 -1.180
H -1.801 1.721 -0.330
H -1.987 1.676 2.301
H -5.096 -0.571 5.450
H 6.222 -2.355 -3.133
H 0.664 -2.148 -0.381
H 6.088 -0.046 -3.245
H 4.664 1.992 -3.413
H -3.200 0.459 4.229
H -4.411 2.819 0.807
H -3.277 -2.074 4.536
H -4.569 0.445 -0.514
H -2.114 -0.468 1.067
H 5.793 -2.903 -0.152
H -5.478 0.988 3.098
H 4.997 -3.424 -2.402
H 6.206 -1.256 -0.686
H -3.175 2.325 -1.240
H -2.149 -0.541 3.229
H -2.836 3.539 0.927
H 7.986 -2.356 -2.028
H -4.137 -2.200 3.020
H -3.667 -1.323 0.967
H -6.079 -0.990 4.046
H -5.552 -2.244 5.124
H -5.492 1.162 1.336
```

Its spin multiplicity is 1. As for the net charge: +1.

---

(3)
Molecular formula: C18H15N6O8
Method: DFT, the ωB97M-V functional and the def2-TZVPD basis

Structure (XYZ):
```
47
Properties=species:S:1:pos:R:3
O 5.670 0.629 2.334
O -1.838 -1.807 -3.198
O -0.192 -1.933 -4.658
O 5.639 -1.507 2.856
O -2.392 0.729 1.498
O -2.614 -1.574 1.893
O -0.869 1.557 0.071
O -1.216 -3.063 0.935
N -0.900 -1.293 -3.851
N 5.133 -0.502 2.307
N -2.151 3.008 -2.026
N -1.633 4.189 -2.201
N -0.513 4.143 -2.998
N -1.363 2.124 -2.707
C 0.363 0.788 -4.353
C 0.192 -1.060 -0.494
C 2.058 -2.031 0.908
C -0.977 -0.787 0.333
C -2.470 -0.295 2.522
C 2.114 0.337 0.335
C 3.893 -0.646 1.623
C 3.262 -1.906 1.583
C -0.357 2.846 -3.335
C 0.551 2.135 -4.164
C -1.256 -0.247 3.440
C -3.753 -0.034 3.314
C -1.367 0.569 0.591
C -0.667 0.103 -3.644
C -1.574 -1.904 1.044
C -1.480 0.767 -2.737
C 3.319 0.479 1.004
C 1.507 -0.924 0.248
H 0.074 -2.089 -0.861
H 1.608 1.201 -0.098
H 3.829 1.435 1.055
H -3.692 0.950 3.784
H 0.983 0.194 -5.022
H -4.617 -0.069 2.645
H 1.332 2.732 -4.621
H -2.264 0.303 -2.143
H -1.218 0.741 3.913
H 3.732 -2.751 2.072
H -3.860 -0.801 4.084
H -0.317 -0.433 2.904
H 1.506 -2.974 0.903
H 0.167 -0.327 -1.310
H -1.382 -1.004 4.223
```

Its spin multiplicity is 1. As for the net charge: -1. The energy relative to the best compared isomer or geometry (same formula, charge and spin) is 0.0 kJ/mol.

---

(4)
Molecular formula: C6H17N3
Method: DFT, the ωB97M-V functional and the def2-TZVPD basis

Structure (XYZ):
```
26
Properties=species:S:1:pos:R:3
N 1.333 -0.592 -1.540
N 0.119 -1.196 1.107
N 1.036 0.870 1.446
C 0.510 -0.043 0.722
C 0.720 1.702 -1.162
C -2.107 0.359 -0.135
C 0.386 0.296 -0.732
C 0.110 -1.674 2.413
C -1.044 -0.127 -1.175
H -3.192 0.337 -0.478
H -2.113 -0.239 0.818
H 1.015 -1.551 -1.538
H -0.091 2.374 -1.052
H 1.053 1.762 -2.275
H -0.399 -0.874 2.995
H -1.141 -1.255 -1.424
H 1.676 2.224 -0.760
H 1.124 -1.925 2.717
H 2.332 -0.707 -1.395
H -0.238 -1.656 0.256
H 1.374 1.774 1.171
H 0.808 0.615 2.342
H -0.214 -2.766 2.413
H -1.933 1.356 0.208
H -1.416 0.307 -2.091
H 1.352 -0.226 -2.521
```

Its spin multiplicity is 1. As for the net charge: +2. The energy relative to the best compared isomer or geometry (same formula, charge and spin) is 0.0 kJ/mol.

---

What HOMO-LUMO gap values result from the calculations? In sequence: 0.234; 0.307; 0.201; 0.429 Ha.
What F_max values result from the calculations? In sequence: 6.276; 2.690; 2.975; 3.756 eV/Å.
What DFT total energy values result from the calculations? In sequence: -92375.500; -41827.489; -44225.860; -10950.088 eV.